Molecular formula: C36H48N6O2RuSSb2
Method: DFT, ωB97M-V/def2-TZVPD

Total energy   -2852.2521 a.u.
⟨S²⟩   8.77
LUMO (spin up / spin down)   -7.3 / -9.8 eV
Net charge   +3
Relative energy (zero: lowest compared OMol25 entry of this formula, charge and spin)   0.0 kcal/mol
Multiplicity   6
Largest force on an atom   0.046 Eh/bohr

```
96
Properties=species:S:1:pos:R:3:forces:R:3:mulliken_charge:R:1
Ru -0.3029 0.3936 0.2218 -0.405 -1.264 1.972 1.870
N 1.1109 1.2634 2.0950 -0.079 -0.047 -0.312 -0.527
C 1.4332 0.0938 2.9373 -0.363 -0.238 0.032 0.438
C 1.3847 0.4573 4.4302 0.075 -0.148 0.027 -1.095
C 1.5261 -0.6723 5.4627 0.128 0.017 -0.270 -1.035
C 2.9121 -1.3124 5.5745 -0.134 0.165 0.133 -1.001
N 3.1684 -2.2943 4.5219 -0.467 0.172 -0.269 0.147
C 4.2949 -2.9789 4.4236 0.140 -0.220 -0.195 0.810
N 4.4353 -3.8811 3.4424 0.053 0.079 0.135 -0.363
N 5.3055 -2.7669 5.2635 -0.092 -0.010 -0.026 -0.344
C 0.3663 -0.9652 2.5882 0.984 -0.707 0.397 0.716
O 0.6736 -2.1723 2.6115 -0.275 0.600 0.170 -1.100
O -0.7745 -0.4898 2.2728 -0.004 0.317 -0.738 -1.135
H 1.9233 1.8611 1.9850 0.001 0.051 -0.078 0.292
H 0.3930 1.8091 2.5631 0.006 0.107 0.043 0.242
H 2.4100 -0.2842 2.6351 0.009 -0.009 0.010 0.448
H 0.4161 0.9370 4.5982 0.018 0.031 0.065 0.556
H 2.1570 1.2047 4.6311 -0.033 0.077 -0.057 0.422
H 0.7654 -1.4400 5.3013 0.038 -0.049 0.045 0.287
H 1.3180 -0.2279 6.4352 -0.046 -0.036 0.030 0.438
H 2.9853 -1.8093 6.5449 0.013 -0.001 -0.008 0.645
H 3.6733 -0.5261 5.5334 0.010 -0.019 0.018 0.493
H 2.4175 -2.4725 3.8491 0.149 0.002 0.159 0.036
H 3.6485 -4.1310 2.8697 -0.026 -0.033 -0.003 0.172
H 5.2373 -4.4877 3.4170 -0.003 -0.017 -0.039 0.209
H 5.2400 -2.0970 6.0099 -0.010 -0.012 0.013 0.194
H 6.1514 -3.3083 5.2011 0.013 0.007 0.021 0.211
C 0.8991 1.2757 -2.4345 -0.121 -0.140 0.415 -1.197
C 1.3195 2.5232 -1.6382 -0.122 0.031 -0.104 -0.317
C 0.1973 3.5509 -1.5202 -0.157 -0.297 0.127 -1.403
Sb -1.5167 2.7141 -0.4667 -0.512 1.083 -1.465 0.732
C -2.7450 1.8375 -2.0003 0.256 0.160 0.302 0.760
C -2.5134 2.0323 -3.3569 -0.019 0.023 0.056 -0.568
C -3.3656 1.4524 -4.2885 -0.002 0.017 -0.078 -0.701
C -4.4518 0.6985 -3.8704 0.003 -0.023 -0.036 -0.753
C -4.7052 0.5351 -2.5147 -0.008 0.021 0.051 -0.723
C -3.8496 1.1000 -1.5813 -0.027 0.076 -0.015 -0.785
C -2.6183 4.5297 -0.2122 0.233 -0.428 0.430 0.489
C -1.9947 5.6058 0.4048 0.014 0.060 0.026 -0.555
C -2.6530 6.8262 0.4486 0.057 -0.044 0.040 -0.610
C -3.9241 6.9478 -0.0960 -0.037 0.027 0.024 -0.539
C -4.5394 5.8583 -0.6957 -0.003 -0.026 0.008 -0.667
C -3.8921 4.6308 -0.7484 -0.029 -0.039 -0.065 -0.190
Sb 1.6247 -0.5550 -1.4825 0.396 0.116 -1.686 0.459
C 0.7145 -2.0045 -2.7580 0.181 0.138 0.384 0.601
C 0.3537 -1.6683 -4.0580 0.030 0.064 0.045 -0.157
C -0.2156 -2.6325 -4.8788 -0.021 0.011 -0.057 -0.771
C -0.4150 -3.9221 -4.4073 -0.010 0.009 0.001 -0.565
C -0.0585 -4.2538 -3.1068 0.011 -0.023 0.027 -0.610
C 0.5046 -3.2945 -2.2789 0.051 0.039 0.024 -0.862
C 3.5740 -0.3278 -2.3783 -0.295 -0.150 0.670 0.674
C 3.8955 -1.1189 -3.4679 -0.064 -0.076 -0.040 -0.486
C 5.0823 -0.8662 -4.1459 -0.016 -0.024 -0.012 -0.598
C 5.9276 0.1495 -3.7238 0.033 -0.019 -0.025 -0.579
C 5.5961 0.9250 -2.6211 -0.045 0.028 0.067 -0.602
C 4.4153 0.6823 -1.9328 0.065 0.047 0.011 -0.520
H 1.2739 1.3076 -3.4566 0.031 -0.183 -0.004 0.784
H -0.1875 1.1715 -2.4919 -0.046 0.134 -0.188 0.230
H 2.1883 2.9798 -2.1153 0.038 -0.016 0.047 0.603
H 1.6388 2.2532 -0.6206 0.113 0.064 -0.029 -0.064
H -0.1370 3.8994 -2.4978 -0.056 0.035 0.036 0.506
H 0.5197 4.4178 -0.9426 -0.100 0.041 -0.004 0.616
H -1.6935 2.6501 -3.7034 0.024 -0.046 -0.006 0.318
H -3.1872 1.6053 -5.3449 -0.005 -0.005 0.007 0.490
H -5.1121 0.2522 -4.6018 -0.006 0.015 0.005 0.454
H -5.5796 -0.0166 -2.1920 -0.010 0.011 -0.011 0.491
H -4.0609 0.9997 -0.5207 -0.008 -0.073 0.009 0.804
H -1.0091 5.5111 0.8452 0.008 0.036 -0.017 0.379
H -2.1691 7.6756 0.9115 -0.040 0.014 0.011 0.411
H -4.4432 7.8950 -0.0387 0.018 0.010 -0.054 0.412
H -5.5258 5.9553 -1.1289 -0.011 0.022 0.033 0.415
H -4.3747 3.7830 -1.2175 -0.004 0.046 -0.016 0.359
H 0.5189 -0.6688 -4.4414 -0.016 -0.018 -0.035 0.397
H -0.4979 -2.3739 -5.8909 0.012 -0.014 -0.001 0.454
H -0.8438 -4.6731 -5.0572 -0.016 0.008 0.006 0.437
H -0.2126 -5.2606 -2.7415 0.010 0.002 -0.011 0.445
H 0.7850 -3.5520 -1.2628 -0.029 -0.052 -0.018 0.446
H 3.2379 -1.9129 -3.8001 0.026 0.001 -0.008 0.410
H 5.3385 -1.4710 -5.0054 0.031 0.007 0.008 0.419
H 6.8545 0.3322 -4.2504 -0.017 0.014 -0.017 0.412
H 6.2525 1.7192 -2.2910 0.029 -0.021 -0.018 0.420
H 4.1650 1.2829 -1.0659 0.018 0.012 -0.009 0.376
C -2.7607 -4.0794 2.4261 -0.088 -0.168 0.127 -1.237
N -2.1537 -2.9990 1.6528 0.123 -0.089 0.322 0.157
C -2.7502 -2.1719 0.8318 0.048 0.017 0.055 0.889
S -1.8288 -1.3831 -0.4459 0.331 0.500 -0.273 -0.350
N -4.0544 -1.9570 0.8036 -0.100 0.024 -0.033 -0.185
C -5.0207 -2.1428 1.8875 -0.164 -0.027 0.114 -1.138
H -2.1412 -4.9669 2.3102 0.034 0.047 -0.016 0.339
H -3.7529 -4.3159 2.0557 0.055 0.007 -0.039 0.508
H -2.8134 -3.8314 3.4864 -0.034 0.030 -0.034 0.391
H -1.1624 -2.8508 1.8299 0.105 0.054 -0.210 -0.066
H -4.4013 -1.4853 -0.0175 0.066 0.060 -0.055 0.122
H -5.7151 -2.9528 1.6691 0.059 -0.035 -0.001 0.383
H -5.5902 -1.2221 1.9996 0.022 0.009 -0.042 0.334
H -4.5100 -2.3379 2.8239 0.004 0.051 -0.029 0.445
```
Positions in Å, forces in eV/Å.